(1)
# C9H13BN2O3S2

An isolated molecule of C9H13BN2O3S2 at a distorted geometry (ωB97M-V/def2-TZVPD, the OMol25 dataset).

XYZ file:
```
30
Properties=species:S:1:pos:R:3
O -1.641 -0.056 2.264
O -0.556 -2.481 1.804
N 0.134 1.113 0.485
O -0.767 -2.151 -1.144
S 0.568 2.141 -3.445
B -0.327 -0.874 -1.003
C 0.371 1.809 -0.586
C -0.427 -0.142 -3.603
C 0.254 1.284 -1.866
C -0.107 0.021 -2.163
C -0.101 0.878 -4.433
N -0.215 -0.179 0.264
C -0.198 0.905 -5.868
C -0.199 -0.019 4.946
C 0.869 -0.816 4.158
C 0.910 -0.453 2.700
S -0.525 -0.942 1.781
H -0.849 -2.594 -0.210
H 0.365 2.899 -0.453
H -0.735 -1.137 -4.020
H 0.743 0.461 -6.327
H -1.125 0.438 -6.250
H -0.335 2.002 -6.228
H -1.161 -0.412 4.697
H -0.248 1.114 4.671
H 0.094 0.054 5.976
H 0.558 -1.817 4.354
H 1.893 -0.761 4.677
H 1.825 -0.888 2.215
H 0.930 0.603 2.610
```

Summary:
LUMO ... -0.1 eV
Relative energy (zero: lowest compared OMol25 entry of this formula, charge and spin) ... 1.201 eV
SMILES string ... CCCS(=O)(=O)N1N=Cc2sc(C)cc2B1O
E_tot ... -41013.1634 eV
Orbital gap ... 8.74 eV
Charge ... 0

---

(2)
# C9H13BrN2O3

An isolated molecule of C9H13BrN2O3 at a distorted geometry (ωB97M-V/def2-TZVPD, the OMol25 dataset).

XYZ file:
```
28
Properties=species:S:1:pos:R:3
O 0.039 0.194 2.638
O 1.079 1.724 -1.508
Br -2.720 -0.667 2.239
O -3.018 -0.207 -2.350
C -0.186 0.400 1.458
C 0.489 1.050 -0.637
C -1.471 0.062 1.013
C -1.768 0.112 -0.337
N -0.690 0.518 -1.146
N 0.801 0.934 0.662
C -2.911 -0.559 -0.936
C 3.738 -0.638 0.896
C 1.905 2.750 2.000
C 2.940 0.324 1.776
C 2.107 1.443 1.077
H -3.871 0.204 -2.546
H -0.950 0.610 -2.156
H -2.856 -1.657 -0.768
H -3.859 -0.404 -0.347
H 3.201 -1.303 0.239
H 4.306 -1.303 1.497
H 4.505 -0.049 0.405
H 2.525 3.593 1.770
H 0.891 3.036 1.734
H 1.926 2.396 3.014
H 3.587 0.798 2.479
H 2.276 -0.272 2.426
H 2.802 1.726 0.226
```

Summary:
LUMO ... 0.1 eV
Relative energy (zero: lowest compared OMol25 entry of this formula, charge and spin) ... 1.103 eV
SMILES string ... CC[C@H](C)n1c(=O)[nH]c(CO)c(Br)c1=O
E_tot ... -88708.4812 eV
Orbital gap ... 8.98 eV
Charge ... 0

---

(3)
# C9H13BrO

A structure of composition C9H13BrO at a distorted geometry (ωB97M-V/def2-TZVPD, the OMol25 dataset).

XYZ file:
```
24
Properties=species:S:1:pos:R:3
C 1.088 -2.485 0.538
C 1.509 -2.360 -0.922
C -1.096 0.374 2.049
C -1.504 1.612 1.309
C 1.399 0.261 0.072
C 1.163 -1.186 -0.125
C -0.069 0.247 -0.374
C -1.200 0.341 0.559
C -0.443 1.812 -2.061
O -0.349 0.442 -1.712
Br -2.786 -0.564 -0.166
H 0.124 -2.922 0.751
H 1.843 -2.707 1.282
H 2.547 -2.516 -1.186
H 0.825 -2.715 -1.679
H -0.117 0.335 2.501
H -1.853 -0.144 2.620
H -2.533 1.934 1.368
H -0.796 2.426 1.233
H 1.602 0.603 1.083
H 2.068 0.728 -0.644
H -0.657 1.848 -3.127
H 0.493 2.339 -1.851
H -1.258 2.297 -1.517
```

Summary:
LUMO ... 0.8 eV
Relative energy (zero: lowest compared OMol25 entry of this formula, charge and spin) ... 1.715 eV
E_tot ... -81629.4433 eV
Orbital gap ... 8.73 eV
Charge ... 0

---

(4)
# C9H13Cl2N4RuS

A structure of composition C9H13Cl2N4RuS (ωB97M-V/def2-TZVPD, the OMol25 dataset).

XYZ file:
```
30
Properties=species:S:1:pos:R:3
Ru -0.988 -0.156 0.660
C -1.732 2.171 1.065
C -1.969 1.899 -0.309
C -3.026 0.952 -0.396
C -3.428 0.629 0.914
C -2.625 1.380 1.819
H -1.050 2.907 1.459
H -1.520 2.420 -1.143
H -3.487 0.599 -1.307
H -4.255 -0.010 1.184
H -2.733 1.399 2.894
Cl -1.848 -2.252 2.133
C -2.340 -3.164 0.684
Cl -1.769 -2.294 -0.778
H -3.420 -3.218 0.647
H -1.873 -4.139 0.708
C 3.671 -0.083 -2.418
C 3.398 -0.013 -0.962
N 4.270 -0.050 -0.012
N 3.538 0.045 1.143
C 2.236 0.133 0.947
S 1.005 0.327 2.109
N 2.124 0.092 -0.400
N 0.889 0.155 -1.049
H 4.748 -0.129 -2.560
H 3.289 0.798 -2.937
H 3.229 -0.975 -2.866
H 4.015 0.050 2.034
H 0.875 -0.544 -1.788
H 0.778 1.072 -1.474
```

Summary:
LUMO (spin up / spin down) ... -6.1 / -9.2 eV
<S²> ... 8.7629
Relative energy (zero: lowest compared OMol25 entry of this formula, charge and spin) ... 0.000 eV
Spin multiplicity ... 6
E_tot ... -53947.4274 eV
Orbital gap (spin up / spin down) ... 9.01 / 6.61 eV
Charge ... +2

---

(5)
# C9H13Cl4N

A cluster of 3 separate species, C9H13Cl4N in total at a distorted geometry (ωB97M-V/def2-TZVPD, the OMol25 dataset).

XYZ file:
```
27
Properties=species:S:1:pos:R:3
Cl -2.585 3.739 -1.816
C -2.720 2.006 -2.334
C -1.758 1.583 -3.510
Cl -1.590 -0.203 -3.756
H -3.738 1.894 -2.708
H -2.678 1.317 -1.491
H -0.778 1.918 -3.168
H -2.017 2.064 -4.453
Cl 2.097 0.236 2.246
C 2.705 -1.420 2.357
C 3.822 -1.726 1.360
Cl 5.344 -0.976 1.745
H 1.862 -2.098 2.225
H 3.151 -1.501 3.348
H 3.596 -1.445 0.332
H 3.922 -2.811 1.363
N -0.641 -1.695 1.369
C -0.239 -1.454 0.089
C -0.444 -0.197 -0.493
C -0.876 0.827 0.329
C -1.245 0.604 1.620
C -1.196 -0.699 2.125
H 0.073 -2.327 -0.465
H -0.143 -0.006 -1.512
H -0.928 1.787 -0.163
H -1.578 1.456 2.194
H -1.418 -0.871 3.168
```

Summary:
LUMO (spin up / spin down) ... 2.9 / 2.9 eV
<S²> ... 0.7608
Relative energy (zero: lowest compared OMol25 entry of this formula, charge and spin) ... 0.116 eV
Spin multiplicity ... 2
E_tot ... -61122.6656 eV
Orbital gap (spin up / spin down) ... 2.56 / 7.14 eV
Charge ... -1

---

(6)
# C9H13Cl4N

A structure of composition C9H13Cl4N at a distorted geometry (ωB97M-V/def2-TZVPD, the OMol25 dataset).

XYZ file:
```
27
Properties=species:S:1:pos:R:3
Cl 19.824 1.543 -5.708
C 20.856 0.283 -4.806
C 20.417 0.120 -3.321
Cl 18.712 -0.317 -3.200
H 21.878 0.623 -4.972
H 20.824 -0.697 -5.282
H 20.592 1.025 -2.738
H 20.979 -0.676 -2.834
Cl 18.249 -2.074 4.821
C 17.448 -1.967 3.197
C 16.108 -2.696 3.280
Cl 14.782 -1.934 4.185
H 18.080 -2.433 2.442
H 17.284 -0.918 2.952
H 16.326 -3.667 3.724
H 15.655 -2.828 2.298
N 18.793 -2.331 0.499
C 19.028 -1.868 -0.790
C 19.918 -0.841 -1.086
C 20.663 -0.328 0.030
C 20.466 -0.814 1.325
C 19.473 -1.752 1.479
H 18.451 -2.259 -1.615
H 19.927 -0.398 -2.070
H 21.278 0.558 -0.022
H 21.123 -0.450 2.101
H 19.262 -2.040 2.498
```

Summary:
LUMO ... 0.4 eV
Relative energy (zero: lowest compared OMol25 entry of this formula, charge and spin) ... 0.000 eV
E_tot ... -61118.9543 eV
Orbital gap ... 10.11 eV
Charge ... 0

---

(7)
# C9H13FNPS

An isolated molecule of C9H13FNPS at a distorted geometry (ωB97M-V/def2-TZVPD, the OMol25 dataset).

XYZ file:
```
26
Properties=species:S:1:pos:R:3
C -0.474 2.144 0.616
C 0.884 2.251 0.069
C -0.242 -0.274 0.616
C -0.998 0.979 1.018
C 1.205 -0.084 0.811
C 1.659 1.152 0.204
C -2.344 0.824 1.495
C 0.293 -0.261 -2.531
C -0.658 -2.452 -1.240
N 2.163 -0.736 1.549
F 2.966 1.258 -0.008
P -0.968 -0.629 -1.228
S 2.140 -2.004 2.619
H -1.032 3.080 0.775
H 1.222 3.114 -0.469
H -0.608 -1.133 1.273
H -2.255 0.771 2.646
H -3.300 1.413 1.131
H -2.549 -0.278 1.106
H 1.424 -0.470 -2.228
H 0.319 0.835 -2.628
H -0.003 -0.808 -3.465
H 0.245 -2.559 -0.683
H -0.669 -2.824 -2.373
H -1.520 -2.892 -0.649
H 3.099 -0.415 1.574
```

Summary:
LUMO (spin up / spin down) ... -0.9 / -0.9 eV
SMILES string ... CC1=CC=C(F)/C(=[NH+]/[S-])[C@@H]1P(C)C
E_tot ... -33871.8263 eV
Orbital gap (spin up / spin down) ... 6.42 / 6.65 eV
Charge ... 0

---

(8)
# C9H13FSi

An isolated molecule of C9H13FSi at a distorted geometry (ωB97M-V/def2-TZVPD, the OMol25 dataset).

XYZ file:
```
24
Properties=species:S:1:pos:R:3
C 3.678 0.064 -0.208
C 2.890 0.691 0.736
C 3.013 -0.784 -1.086
C 1.544 0.430 0.921
C 1.606 -0.964 -1.005
C 0.850 -0.361 0.041
C -2.493 1.631 -1.524
C -1.671 -1.296 1.858
C -2.461 0.849 -0.246
F -1.185 -1.908 -0.976
Si -0.947 -0.742 0.205
H 4.718 0.139 -0.416
H 3.385 1.238 1.526
H 3.597 -1.425 -1.767
H 1.107 0.888 1.952
H 1.032 -1.757 -1.692
H -1.572 2.373 -1.572
H -2.635 1.016 -2.378
H -3.274 2.370 -1.611
H -1.049 -1.181 2.871
H -2.528 -0.794 2.025
H -1.932 -2.379 1.843
H -3.466 0.355 -0.002
H -2.206 1.545 0.504
```

Summary:
LUMO ... 0.8 eV
Relative energy (zero: lowest compared OMol25 entry of this formula, charge and spin) ... 1.300 eV
SMILES string ... CC[Si@@](C)(F)c1ccccc1
E_tot ... -20139.2138 eV
Orbital gap ... 9.89 eV
Charge ... 0